No. 1
DFT (ωB97M-V with the def2-TZVPD basis set) results for a cluster of 6 separate species, C28H38BN6O3S2 in total in a non-equilibrium geometry.

As for the net charge: +1. As for the spin multiplicity: 1. The largest force on an atom is 3.09 eV/A. Its lowest unoccupied orbital energy is -0.18052 Eh.

Geometry (Å):
C 2.2465 -0.2472 1.9392
C 1.8724 -0.0972 0.3735
B 0.5775 0.8322 0.3339
O 0.7699 2.1897 -0.0068
C -0.9259 0.3512 0.6901
C -2.0217 1.1480 0.1242
C -3.4219 0.8264 0.4164
C -3.7073 -0.3345 1.2797
C -5.1778 -0.7104 1.6625
S -6.2438 0.8026 1.7988
O -5.4831 1.9397 2.3166
O -6.8562 1.0813 0.5036
C -2.5616 -1.0954 1.7821
S -2.9099 -2.5237 2.8323
N -1.2564 -0.7361 1.4738
H 3.0398 0.5005 2.1913
H 2.5136 -1.2966 2.2111
H 1.3379 0.0642 2.5459
H 1.7262 -1.0890 -0.1314
H 2.7487 0.4241 -0.1043
H 0.1508 2.6937 0.5598
H -1.7699 2.0094 -0.5313
H -4.2425 1.4566 0.0070
H -5.1563 -1.1324 2.7118
H -5.6273 -1.4724 0.9663
H -7.2694 0.4698 2.6806
H -1.8088 -3.3490 2.7705
H -0.5261 -1.3146 1.8925
N 3.9293 3.2757 3.2091
C 5.0742 2.9040 3.8650
C 5.0741 3.5100 5.0938
C 3.8815 4.2726 5.1879
C 3.1949 4.1066 4.0125
H 3.6691 2.9832 2.2824
H 5.7884 2.2426 3.4004
H 5.8440 3.4159 5.8432
H 3.5627 4.8750 6.0238
H 2.2512 4.5072 3.6785
N 6.6664 2.8027 0.7769
C 6.9267 3.7104 -0.2145
C 7.6452 3.0727 -1.1928
C 7.8210 1.7267 -0.7792
C 7.2043 1.5894 0.4374
H 6.1582 2.9960 1.6228
H 6.5804 4.7285 -0.1369
H 8.0043 3.5223 -2.1051
H 8.3407 0.9472 -1.3139
H 7.1029 0.7368 1.0903
N 3.9286 -1.7993 -4.3129
C 3.8618 -0.4981 -3.8939
C 2.6771 -0.3305 -3.2254
C 2.0049 -1.5813 -3.2367
C 2.8042 -2.4672 -3.9127
H 4.6883 -2.2028 -4.8344
H 4.6601 0.1939 -4.1086
H 2.3311 0.5883 -2.7768
H 1.0443 -1.8065 -2.7983
H 2.6700 -3.5115 -4.1438
N 0.6839 -3.8723 -7.3937
C 0.6520 -4.9487 -8.2396
C 1.9276 -5.4386 -8.3483
C 2.7613 -4.6306 -7.5326
C 1.9651 -3.6751 -6.9545
H -0.1105 -3.3138 -7.1348
H -0.2730 -5.2704 -8.6904
H 2.2291 -6.2841 -8.9464
H 3.8250 -4.7384 -7.3860
H 2.1980 -2.8745 -6.2736
N -11.6906 -0.2621 4.7593
C -11.4300 0.6436 3.7676
C -10.7082 0.0049 2.7921
C -10.5312 -1.3404 3.2097
C -11.1511 -1.4745 4.4257
H -12.2012 -0.0670 5.6034
H -11.7785 1.6610 3.8421
H -10.3482 0.4533 1.8784
H -10.0098 -2.1216 2.6783
H -11.2539 -2.3246 5.0806



No. 2
DFT (ωB97M-V with the def2-TZVPD basis set) results for a structure of composition C28H38BrN6O8S2Sr in a non-equilibrium geometry.

As for the net charge: -1. As for the spin multiplicity: 1. The energy above the lowest of the compared OMol25 structures with the same formula, charge and spin comes out at 0.243 eV. The largest force on an atom is 3.08 eV/A. Its lowest unoccupied orbital energy is 0.06828 Eh.

Geometry (Å):
Sr -2.2475 0.4549 0.3992
O -1.9017 3.1802 -1.1305
C -2.4494 4.4124 -0.5254
C -2.2005 4.7567 0.9662
N -2.5493 3.7838 2.0109
C -4.0203 3.8114 2.3221
C -4.8793 2.6796 1.7161
O -6.1215 2.6337 1.8407
O -4.2558 1.7765 1.0092
C -1.5213 3.3796 2.9970
C -0.3331 2.4711 2.6869
O 0.5678 2.4070 3.5420
O -0.4144 1.7543 1.5964
H -0.9492 3.2848 -1.1044
H -3.4856 4.4162 -0.7770
H -2.0464 5.2854 -1.0969
H -2.7133 5.7366 1.0980
H -1.0904 4.9480 1.0347
H -4.4268 4.7853 1.9962
H -4.1192 3.7305 3.4444
H -2.0944 2.8150 3.7629
H -1.0981 4.2530 3.5074
C 3.5734 2.6837 -3.8480
C 2.3767 1.7099 -3.9983
C 1.1246 2.1643 -3.2389
N 1.0577 1.4607 -1.9522
C 1.5280 1.9249 -0.8107
S 2.1597 3.4606 -0.6448
N 1.5070 1.0531 0.2709
C 1.9756 -0.2154 0.4542
O 1.7098 -0.8919 1.4860
C 2.8795 -0.7798 -0.5168
C 3.7469 -0.0245 -1.3127
C 4.7164 -0.6849 -2.0866
C 4.7829 -2.0472 -2.1999
C 3.9291 -2.7855 -1.4101
C 3.0445 -2.1635 -0.5643
H 4.4449 2.2094 -4.2617
H 3.7796 2.9451 -2.7884
H 3.3638 3.5743 -4.4125
H 2.6995 0.7159 -3.6882
H 2.1571 1.6303 -5.0725
H 0.1967 1.9282 -3.7927
H 1.1644 3.2400 -3.0052
H 0.6013 0.5223 -1.9074
H 0.8036 1.3918 1.0424
H 3.8059 1.0832 -1.2098
H 5.3686 0.0019 -2.6476
H 5.4392 -2.5541 -2.8859
H 3.9255 -3.8783 -1.4236
H 2.4768 -2.7954 0.1003
C -0.5103 -4.6750 2.6649
C -0.5219 -3.7648 1.4572
N -1.5420 -2.6827 1.5407
C -1.5424 -1.7502 2.5552
S -3.0145 -1.1358 3.0750
N -0.3574 -1.3586 3.0714
C -0.2921 -0.8572 4.4450
C -0.8738 -1.7950 5.4820
H 0.1821 -5.5202 2.4704
H -1.5302 -5.0214 2.9201
H -0.1761 -4.1235 3.5687
H -0.8452 -4.2911 0.5565
H 0.4240 -3.2935 1.1965
H -2.4722 -2.9311 1.1869
H 0.4601 -1.1144 2.4408
H -0.7755 0.1384 4.5359
H 0.7462 -0.6177 4.6421
H -0.2815 -1.7383 6.4041
H -0.7722 -2.8299 5.1047
H -1.8996 -1.5559 5.7118
Br 1.9118 -3.9700 -5.1230
C 0.3629 -3.6857 -4.0967
C -0.6149 -4.7029 -4.2552
N -1.7702 -4.7000 -3.6536
C -2.0115 -3.6498 -2.8261
C -1.1087 -2.6380 -2.5379
C 0.1098 -2.6623 -3.2141
C -1.4902 -1.5223 -1.5630
O -2.6426 -1.4663 -1.0752
O -0.6119 -0.6485 -1.2813
H -0.3991 -5.4730 -4.9825
H -2.9652 -3.7280 -2.3023
H 0.8358 -1.8707 -3.0902



No. 3
DFT (ωB97M-V with the def2-TZVPD basis set) results for a structure of composition C28H38CrN4P2 in a non-equilibrium geometry.

As for the spin multiplicity: 5. The largest force on an atom is 5.93 eV/A. Its lowest unoccupied orbital energy (spin up / spin down) is -0.04441 / -0.03746 Eh.

Geometry (Å):
Cr -0.6488 -1.8546 0.8578
C -0.3356 1.7495 4.7110
C -1.1271 1.8601 3.6298
C -0.9056 2.6443 2.3495
C 0.1922 2.1617 1.3569
C 1.6222 2.1602 1.8027
C 1.9616 2.3131 3.0904
C 1.3810 3.4120 3.9330
C 0.7005 2.8011 5.1384
C 0.8793 -1.6721 2.3210
H -0.7228 1.2419 5.5919
H -2.0640 1.2758 3.5896
H -0.8267 3.7189 2.5934
H -1.8347 2.4930 1.7764
H -0.0639 1.1394 1.0103
H 0.1678 2.8231 0.4822
H 2.3168 1.8279 1.0269
H 2.6162 1.5788 3.5923
H 0.6764 3.9589 3.3151
H 2.1554 4.1285 4.2475
H 1.4875 2.3823 5.7863
H 0.1566 3.5634 5.7128
H 0.3641 -1.1927 3.1852
H 1.7075 -1.0275 1.9540
H 1.2148 -2.7257 2.5490
P 1.4495 -1.4693 -0.5064
P -2.2077 -0.5444 -0.5311
N 2.9192 -0.2506 -0.9822
N 2.0472 -2.6693 -1.6543
N -2.2014 1.0946 -1.5285
N -3.7832 -0.9383 -1.3310
C 0.3113 -0.6349 -1.6461
C -1.0570 -1.3542 -1.7377
C 4.0455 -0.0828 -0.1905
C 4.9516 0.7652 -0.8362
C 4.3737 1.1125 -2.0893
C 3.1325 0.4767 -2.1489
C 2.3855 -3.9805 -1.3258
C 2.9832 -4.5727 -2.4377
C 3.0759 -3.5694 -3.4552
C 2.4536 -2.4384 -2.9683
C -2.1473 2.3708 -0.9852
C -2.0859 3.3408 -1.9866
C -2.0879 2.6316 -3.2294
C -2.2028 1.2723 -2.9161
C -4.7046 -0.1501 -2.0410
C -5.6348 -0.9670 -2.6715
C -5.2961 -2.3127 -2.3178
C -4.1549 -2.2651 -1.5316
H 0.7562 -0.5698 -2.6438
H 0.2150 0.3992 -1.2544
H -1.4531 -1.2706 -2.7593
H -1.0075 -2.4389 -1.4633
H 4.1118 -0.5749 0.7680
H 5.9005 1.1074 -0.4546
H 4.7710 1.7518 -2.8640
H 2.4028 0.5162 -2.9474
H 2.1343 -4.3800 -0.3505
H 3.2840 -5.6048 -2.5296
H 3.5309 -3.6339 -4.4289
H 2.2293 -1.5128 -3.4725
H -2.2035 2.4952 0.0790
H -2.0554 4.4200 -1.8297
H -2.0294 3.0606 -4.2272
H -2.3205 0.4468 -3.6017
H -4.6587 0.9242 -2.0239
H -6.4495 -0.6313 -3.2981
H -5.8452 -3.1994 -2.5917
H -3.5892 -3.0471 -1.0620
C -1.2687 -3.2594 2.3542
H -2.1932 -3.8616 2.1540
H -1.4642 -2.7856 3.3460
H -0.4333 -3.9778 2.5463



no.,E (eV)
1,-67073.408
2,-147530.034
3,-82603.061